The following is a quantum chemistry calculation of a structure of composition C17H28AsF6NiOSi2 at a distorted geometry, from the OMol25 dataset.

relative energy (zero: lowest compared OMol25 entry of this formula, charge and spin) = 11.4 kcal per mole
net charge = -1
highest occupied orbital energy (alpha / beta) = -3.45 / -5.25 eV
gap between HOMO and LUMO (alpha / beta) = 6.3 / 8.0 eV
2S+1 = 3
LUMO energy (alpha / beta) = 2.9 / 2.8 eV
E_tot = -154075.5783 eV

Positions of all 56 atoms, in Å:
1 Ni 0.43 0.03 -0.31
2 C -0.74 -1.05 -3.88
3 Si -0.65 -1.15 -1.92
4 C -0.62 -3.11 -1.73
5 C -2.53 -0.79 -1.42
6 C -3.57 -1.48 -2.03
7 C -4.89 -1.26 -1.68
8 C -5.19 -0.33 -0.70
9 C -4.16 0.37 -0.09
10 C -2.83 0.15 -0.43
11 Si -1.38 1.21 0.37
12 C -1.91 2.97 -0.29
13 C -1.86 1.31 2.28
14 H -1.55 -1.67 -4.25
15 H 0.18 -1.39 -4.34
16 H -0.92 -0.03 -4.21
17 H -1.44 -3.58 -2.27
18 H -0.71 -3.39 -0.68
19 H 0.31 -3.52 -2.11
20 H -3.35 -2.21 -2.80
21 H -5.69 -1.81 -2.16
22 H -6.22 -0.14 -0.42
23 H -4.40 1.10 0.67
24 H -2.85 3.27 0.16
25 H -2.05 2.94 -1.37
26 H -1.17 3.73 -0.08
27 H -2.80 1.84 2.41
28 H -1.10 1.85 2.83
29 H -1.96 0.32 2.72
30 C 0.28 -2.76 2.44
31 As 1.33 -1.63 1.19
32 C 2.78 -1.19 2.42
33 C 2.33 -3.08 0.28
34 H 0.89 -3.52 2.93
35 H -0.54 -3.24 1.91
36 H -0.16 -2.11 3.21
37 H 3.09 -2.08 2.98
38 H 2.48 -0.42 3.12
39 H 3.62 -0.82 1.84
40 H 3.06 -3.53 0.94
41 H 2.85 -2.66 -0.58
42 H 1.65 -3.85 -0.09
43 C 4.31 2.00 0.65
44 C 2.81 2.14 0.25
45 O 2.23 1.01 -0.07
46 C 2.76 3.16 -0.94
47 F 3.18 4.41 -0.59
48 F 3.57 2.79 -1.94
49 F 1.54 3.32 -1.46
50 C 2.08 2.84 1.45
51 F 1.70 1.94 2.36
52 F 2.84 3.73 2.13
53 F 0.98 3.53 1.11
54 H 4.80 1.40 -0.11
55 H 4.37 1.48 1.60
56 H 4.80 2.96 0.73

From a natural (NBO) analysis of the wavefunction, the atomic charges in e read: Ni 0.79; C -1.07; Si 0.81; C -1.08; C -0.41; C -0.22; C -0.24; C -0.25; C -0.17; C -0.43; Si 0.90; C -1.08; C -1.08; H 0.21; H 0.21; H 0.22; H 0.21; H 0.20; H 0.21; H 0.19; H 0.19; H 0.19; H 0.18; H 0.21; H 0.22; H 0.22; H 0.21; H 0.22; H 0.21; C -0.95; As 0.93; C -0.94; C -0.95; H 0.21; H 0.23; H 0.23; H 0.20; H 0.24; H 0.23; H 0.21; H 0.23; H 0.23; C -0.64; C 0.15; O -0.92; C 0.94; F -0.35; F -0.34; F -0.32; C 0.94; F -0.33; F -0.35; F -0.32; H 0.22; H 0.21; H 0.22

=====

The following is a quantum chemistry calculation of a structure of composition C37H45N6O5Si2TbTe at a distorted geometry, from the OMol25 dataset.

highest occupied orbital energy (alpha / beta) = -6.64 / -6.64 eV
gap between HOMO and LUMO (alpha / beta) = 5.4 / 5.4 eV
2S+1 = 7
LUMO energy (alpha / beta) = -1.2 / -1.2 eV
E_tot = -103763.2221 eV

Positions of all 97 atoms, in Å:
1 Tb -0.34 -0.25 1.91
2 O 2.05 -5.90 -0.39
3 C 1.56 -4.67 -0.01
4 C 2.11 -3.48 -0.49
5 C 1.37 -2.31 -0.12
6 N 0.36 -2.32 0.75
7 C -0.13 -3.43 1.21
8 C 0.43 -4.62 0.78
9 C -1.15 -3.38 2.25
10 O -1.92 -4.36 2.48
11 O -1.30 -2.12 2.70
12 C 1.73 -0.90 -0.49
13 O 2.64 -0.69 -1.32
14 O 1.05 0.00 0.21
15 H 2.78 -5.87 -1.03
16 H 2.94 -3.46 -1.21
17 H 0.07 -5.60 1.00
18 N -5.62 8.24 -1.07
19 C -5.21 7.32 -0.51
20 C -4.64 6.20 0.18
21 C -3.26 6.25 0.40
22 C -2.63 5.14 0.88
23 C -3.36 3.97 1.08
24 C -4.78 3.99 1.05
25 C -5.47 5.11 0.59
26 C -2.62 2.71 1.42
27 C -1.74 2.69 2.56
28 C -1.82 3.70 3.57
29 C -0.71 3.56 4.37
30 C 0.06 2.52 3.84
31 N -0.56 1.98 2.74
32 C -2.93 1.56 0.63
33 C -3.89 1.41 -0.39
34 C -3.99 0.05 -0.69
35 C -3.07 -0.61 0.19
36 N -2.45 0.28 0.99
37 H -2.77 7.20 0.21
38 H -1.56 5.16 1.10
39 H -5.27 3.07 1.40
40 H -6.55 5.18 0.59
41 H -2.63 4.41 3.63
42 H -0.32 4.15 5.18
43 H 0.97 2.07 4.23
44 H -4.30 2.16 -1.10
45 H -4.59 -0.40 -1.48
46 H -2.84 -1.69 0.40
47 C 0.93 -3.73 -6.43
48 Si -0.34 -2.45 -5.79
49 C -0.94 -2.74 -4.05
50 C -1.73 -2.45 -7.13
51 C 0.59 -0.72 -5.58
52 Te 2.41 -0.69 -4.38
53 C 3.23 1.09 -5.30
54 Si 3.35 2.49 -3.97
55 C 1.61 2.78 -3.25
56 C 4.48 1.98 -2.71
57 C 3.93 3.98 -4.98
58 H 0.36 -4.62 -6.81
59 H 1.53 -4.01 -5.54
60 H 1.56 -3.40 -7.24
61 H -1.16 -3.80 -4.10
62 H -1.81 -2.06 -3.71
63 H -0.09 -2.70 -3.29
64 H -2.33 -1.55 -7.30
65 H -2.44 -3.25 -6.86
66 H -1.30 -2.78 -8.08
67 H -0.17 -0.04 -5.08
68 H 0.79 -0.23 -6.59
69 H 2.56 1.31 -6.15
70 H 4.23 0.69 -5.63
71 H 1.30 2.00 -2.52
72 H 0.89 2.83 -4.06
73 H 1.50 3.71 -2.70
74 H 5.21 1.15 -3.00
75 H 3.93 1.65 -1.83
76 H 5.13 2.84 -2.51
77 H 4.48 4.68 -4.35
78 H 3.14 4.53 -5.51
79 H 4.54 3.61 -5.82
80 N 1.27 -0.34 3.52
81 C 1.52 -1.04 4.45
82 N 1.47 -1.75 5.51
83 C 2.70 -2.37 6.00
84 C 2.35 -3.59 6.81
85 C 1.42 -3.18 8.03
86 C 0.33 -2.19 7.63
87 C 0.15 -2.10 6.11
88 H 3.14 -1.53 6.59
89 H 3.30 -2.56 5.11
90 H 3.23 -4.01 7.28
91 H 1.81 -4.31 6.21
92 H 1.99 -2.90 8.95
93 H 1.01 -4.19 8.28
94 H 0.62 -1.21 8.04
95 H -0.64 -2.50 8.04
96 H -0.53 -1.32 5.81
97 H -0.19 -2.99 5.64

From a Mulliken analysis of the wavefunction, the atomic charges in e read: Tb 1.14; O -0.54; C 1.09; C -0.62; C 0.14; N 0.13; C 0.62; C -0.89; C 0.12; O -0.70; O -0.62; C 0.19; O -0.65; O -0.60; H 0.32; H 0.40; H 0.61; N -0.50; C -0.08; C 0.62; C -0.88; C 0.03; C -0.35; C -0.29; C -0.94; C 0.59; C 0.13; C -0.40; C -1.18; C -0.34; N 0.03; C -0.06; C -0.16; C -1.07; C -0.18; N -0.01; H 0.43; H 0.49; H 0.58; H 0.48; H 0.57; H 0.42; H 0.52; H 0.42; H 0.41; H 0.40; C -1.01; Si 0.33; C -0.60; C -1.12; C -0.90; Te 0.23; C -1.06; Si 0.37; C -0.84; C -0.80; C -1.14; H 0.30; H 0.27; H 0.35; H 0.37; H 0.22; H -0.02; H 0.34; H 0.33; H 0.32; H 0.35; H 0.38; H 0.36; H 0.44; H 0.09; H 0.30; H 0.37; H 0.29; H 0.15; H 0.40; H 0.34; H 0.31; H 0.30; N -0.64; C 0.52; N 0.17; C -0.73; C -0.83; C -0.48; C -0.70; C -0.74; H 0.36; H 0.51; H 0.37; H 0.33; H 0.34; H 0.24; H 0.31; H 0.32; H 0.51; H 0.35